Record 1
{
  "formula": "H66O33",
  "method": "wB97M-V/def2-TZVPD",
  "relative_energy_kcal_mol": 25.6,
  "spin_multiplicity": 1,
  "total_charge": 0,
  "energy_ev": -68645.0751,
  "homo_lumo_gap_ev": 10.55,
  "max_force_ha_per_bohr": 0.0824,
  "symbols": ["O", "H", "H", "O", "H", "H", "O", "H", "H", "O", "H", "H", "O", "H", "H", "O", "H", "H", "O", "H", "H", "O", "H", "H", "O", "H", "H", "O", "H", "H", "O", "H", "H", "O", "H", "H", "O", "H", "H", "O", "H", "H", "O", "H", "H", "O", "H", "H", "O", "H", "H", "O", "H", "H", "O", "H", "H", "O", "H", "H", "O", "H", "H", "O", "H", "H", "O", "H", "H", "O", "H", "H", "O", "H", "H", "O", "H", "H", "O", "H", "H", "O", "H", "H", "O", "H", "H", "O", "H", "H", "O", "H", "H", "O", "H", "H", "O", "H", "H"],
  "positions_angstrom": [[8.329, 11.396, 13.909], [7.489, 10.938, 13.723], [8.264, 12.072, 14.561], [16.644, 7.476, 9.024], [17.418, 8.072, 9.169], [16.182, 7.760, 8.246], [8.678, 15.765, 10.113], [8.411, 15.124, 10.797], [8.609, 15.398, 9.218], [11.895, 5.500, 10.820], [12.122, 5.281, 11.714], [12.768, 5.857, 10.585], [8.346, 11.051, 9.115], [8.451, 11.375, 10.046], [7.870, 10.148, 9.085], [7.894, 8.290, 11.415], [7.314, 7.603, 11.119], [8.855, 8.057, 11.169], [9.427, 7.857, 14.160], [8.939, 8.383, 14.774], [8.861, 7.733, 13.387], [11.003, 13.839, 13.752], [11.173, 12.884, 13.703], [11.159, 14.053, 12.847], [11.913, 12.613, 6.208], [11.510, 12.961, 7.020], [12.764, 13.024, 6.221], [8.667, 13.951, 7.860], [8.148, 13.194, 8.120], [9.199, 13.676, 7.114], [10.944, 11.125, 8.004], [9.961, 11.067, 8.195], [11.099, 11.192, 7.034], [14.643, 5.908, 10.564], [15.140, 6.185, 9.796], [15.051, 5.083, 10.858], [15.722, 11.921, 14.012], [16.255, 11.622, 13.193], [16.331, 12.162, 14.694], [6.128, 10.170, 13.028], [6.628, 9.902, 12.268], [5.653, 10.943, 12.682], [16.096, 10.920, 7.267], [15.693, 10.318, 6.575], [16.518, 10.266, 7.836], [12.444, 7.230, 8.248], [11.658, 6.959, 8.747], [12.774, 8.038, 8.606], [17.858, 9.943, 9.511], [18.474, 10.683, 9.439], [17.413, 10.003, 10.383], [11.096, 15.385, 10.564], [10.134, 15.716, 10.400], [11.849, 15.884, 10.268], [14.634, 7.903, 6.685], [13.753, 7.575, 6.789], [14.891, 7.299, 5.986], [14.062, 12.491, 11.202], [13.183, 12.528, 10.880], [13.892, 13.068, 11.935], [10.344, 7.672, 10.903], [10.803, 6.820, 10.869], [10.945, 8.413, 10.707], [5.661, 12.944, 11.800], [5.303, 13.742, 12.243], [6.680, 13.106, 11.874], [13.789, 9.466, 14.401], [14.551, 10.045, 14.337], [14.004, 8.765, 13.767], [14.360, 12.919, 7.381], [15.093, 12.243, 7.427], [14.668, 13.754, 7.820], [11.112, 12.787, 10.260], [11.189, 12.322, 9.409], [11.077, 13.782, 10.145], [11.891, 6.619, 13.557], [12.269, 6.422, 14.411], [11.097, 7.143, 13.757], [13.298, 10.055, 8.733], [12.531, 10.562, 8.273], [13.959, 10.800, 8.510], [16.113, 10.537, 11.683], [15.548, 9.808, 12.002], [15.524, 10.971, 11.072], [12.518, 9.507, 11.121], [12.964, 9.849, 10.272], [12.325, 10.329, 11.638], [14.594, 8.241, 12.048], [13.806, 8.507, 11.612], [14.913, 7.426, 11.726], [8.731, 12.564, 11.253], [9.704, 12.553, 10.915], [8.819, 12.302, 12.211], [8.383, 14.761, 12.971], [8.459, 15.593, 13.409], [9.088, 14.180, 13.273], [11.355, 10.909, 13.301], [10.483, 10.639, 13.519], [12.039, 10.584, 13.937]],
  "mulliken_charge": [-0.591, 0.357, 0.220, -0.638, 0.315, 0.298, -0.773, 0.315, 0.392, -0.706, 0.287, 0.398, -0.701, 0.429, 0.278, -0.539, 0.226, 0.500, -0.697, 0.277, 0.296, -0.775, 0.441, 0.327, -0.694, 0.247, 0.335, -0.616, 0.285, 0.289, -0.553, 0.141, 0.372, -0.606, 0.251, 0.255, -0.602, 0.396, 0.251, -0.745, 0.296, 0.381, -0.734, 0.330, 0.316, -0.727, 0.245, 0.325, -0.672, 0.264, 0.427, -0.665, 0.439, 0.212, -0.505, 0.274, 0.231, -0.465, 0.101, 0.302, -0.446, 0.297, -0.058, -0.723, 0.313, 0.301, -0.668, 0.325, 0.341, -0.607, 0.344, 0.286, -0.175, 0.039, 0.297, -0.481, 0.272, 0.338, -0.049, 0.275, -0.007, -0.885, 0.490, 0.267, 0.427, 0.148, -0.150, -0.642, 0.473, 0.257, 0.056, 0.273, -0.031, -0.647, 0.282, 0.282, -0.585, 0.195, 0.255]
}

=====

Record 2
{
  "formula": "H6N10",
  "method": "wB97M-V/def2-TZVPD",
  "relative_energy_kcal_mol": 19.1,
  "spin_multiplicity": 1,
  "total_charge": 0,
  "energy_ev": -14988.7849,
  "homo_lumo_gap_ev": [8.03, 8.19],
  "max_force_ha_per_bohr": 0.0911,
  "symbols": ["N", "N", "N", "N", "N", "N", "N", "N", "N", "N", "H", "H", "H", "H", "H", "H"],
  "positions_angstrom": [[-0.507, -1.166, -0.312], [-1.908, -0.933, -0.411], [0.114, 0.906, 0.275], [1.143, 1.700, 0.499], [-3.736, 0.040, 0.418], [3.770, 0.818, -0.343], [0.410, -0.379, 0.188], [-2.525, -0.090, 0.367], [3.631, -0.355, -0.033], [3.731, -1.451, 0.060], [-0.239, -2.168, 0.008], [-2.400, -1.658, -1.106], [-0.964, 1.174, 0.237], [0.894, 2.656, 0.489], [-4.440, -0.511, -0.171], [3.028, 1.417, -0.165]],
  "nbo_charge": [-0.282, -0.295, -0.103, -0.602, -0.410, -0.584, -0.084, 0.001, 0.270, -0.105, 0.387, 0.377, 0.403, 0.331, 0.300, 0.397]
}

=====

Record 3
{
  "formula": "H6N2",
  "method": "wB97M-V/def2-TZVPD",
  "relative_energy_kcal_mol": 9.8,
  "smiles": "N.N",
  "spin_multiplicity": 1,
  "total_charge": 0,
  "energy_ev": -3077.2975,
  "homo_lumo_gap_ev": 10.31,
  "max_force_ha_per_bohr": 0.0716,
  "symbols": ["N", "H", "H", "H", "N", "H", "H", "H"],
  "positions_angstrom": [[-1.857, -0.048, -0.019], [-1.594, 0.694, -0.685], [-1.863, 0.371, 0.878], [-1.304, -0.903, -0.181], [1.662, -0.079, -0.002], [2.562, -0.497, -0.203], [1.774, 0.824, -0.607], [1.793, 0.402, 0.941]],
  "nbo_charge": [-1.099, 0.357, 0.360, 0.383, -1.050, 0.351, 0.345, 0.353]
}

=====

Record 4
{
  "formula": "H6N2O2P",
  "method": "wB97M-V/def2-TZVPD",
  "relative_energy_kcal_mol": 0.0,
  "smiles": "NP(O)[NH2+]O",
  "spin_multiplicity": 1,
  "total_charge": 1,
  "energy_ev": -16453.5268,
  "homo_lumo_gap_ev": 11.10,
  "max_force_ha_per_bohr": 0.0386,
  "symbols": ["N", "P", "O", "N", "O", "H", "H", "H", "H", "H", "H"],
  "positions_angstrom": [[1.391, -0.888, -0.121], [0.633, 0.290, -1.060], [0.891, 1.676, -0.338], [-1.069, -0.224, -0.446], [-1.501, 0.508, 0.700], [1.127, -0.796, 0.857], [2.393, -0.745, -0.196], [0.697, 1.686, 0.615], [-1.766, -0.162, -1.191], [-1.000, -1.212, -0.193], [-1.795, -0.132, 1.373]],
  "nbo_charge": [-1.170, 1.437, -0.950, -0.492, -0.516, 0.380, 0.426, 0.515, 0.436, 0.430, 0.503]
}

=====

Record 5
{
  "formula": "H6N2O3Si",
  "method": "wB97M-V/def2-TZVPD",
  "relative_energy_kcal_mol": 62.3,
  "smiles": "NN[Si](=O)O.O",
  "spin_multiplicity": 1,
  "total_charge": 0,
  "energy_ev": -17098.4092,
  "homo_lumo_gap_ev": 8.97,
  "max_force_ha_per_bohr": 0.0802,
  "symbols": ["N", "N", "Si", "O", "O", "H", "H", "H", "H", "O", "H", "H"],
  "positions_angstrom": [[-1.997, -0.372, 0.695], [-0.621, -0.757, 0.914], [0.496, -0.951, -0.324], [0.517, -0.637, -1.819], [1.769, -1.375, 0.545], [-2.220, 0.421, 1.398], [-1.961, -0.133, -0.233], [-0.479, -0.979, 1.973], [2.710, -1.556, 0.143], [0.517, 2.068, -0.713], [0.780, 2.897, -1.076], [0.491, 1.373, -1.504]],
  "nbo_charge": [-0.644, -0.960, 2.297, -1.229, -1.122, 0.354, 0.354, 0.425, 0.536, -0.992, 0.472, 0.510]
}

=====

Record 6
{
  "formula": "H6N2Si",
  "method": "wB97M-V/def2-TZVPD",
  "relative_energy_kcal_mol": 7.4,
  "smiles": "N=[SiH2].N",
  "spin_multiplicity": 1,
  "total_charge": 0,
  "energy_ev": -10953.4200,
  "homo_lumo_gap_ev": 9.37,
  "max_force_ha_per_bohr": 0.0667,
  "symbols": ["N", "Si", "H", "H", "H", "N", "H", "H", "H"],
  "positions_angstrom": [[-1.115, -0.783, -0.404], [-0.107, -1.999, -0.135], [-1.690, -0.332, 0.222], [0.836, -2.593, -1.175], [0.235, -2.561, 1.196], [0.641, 2.074, 0.181], [0.956, 1.662, -0.655], [-0.122, 1.491, 0.485], [0.366, 3.040, 0.285]],
  "nbo_charge": [-1.321, 1.335, 0.376, -0.179, -0.212, -1.101, 0.372, 0.359, 0.371]
}

=====

Record 7
{
  "formula": "H6N4O2P",
  "method": "wB97M-V/def2-TZVPD",
  "relative_energy_kcal_mol": 52.9,
  "spin_multiplicity": 1,
  "total_charge": -1,
  "energy_ev": -19441.2537,
  "homo_lumo_gap_ev": [5.98, 7.98],
  "max_force_ha_per_bohr": 0.0198,
  "symbols": ["N", "N", "N", "N", "O", "O", "P", "H", "H", "H", "H", "H", "H"],
  "positions_angstrom": [[2.178, 1.038, 0.158], [-0.322, -1.842, 0.183], [1.436, 0.374, -0.836], [-1.196, -0.923, 0.816], [-2.181, 1.530, 0.662], [-2.358, -0.014, -1.392], [-1.641, 0.425, -0.170], [1.833, 1.978, 0.376], [2.119, 0.473, 1.004], [-0.860, -2.188, -0.612], [0.453, -1.294, -0.241], [1.321, 1.013, -1.623], [-0.783, -0.570, 1.675]],
  "nbo_charge": [-0.668, -0.699, -0.676, -0.797, -1.135, -1.131, 2.050, 0.327, 0.335, 0.347, 0.378, 0.307, 0.361]
}

=====

Record 8
{
  "formula": "H6NO",
  "method": "wB97M-V/def2-TZVPD",
  "s2": 0.750,
  "spin_multiplicity": 2,
  "total_charge": 0,
  "energy_ev": -3632.0789,
  "homo_lumo_gap_ev": [4.53, 13.10],
  "max_force_ha_per_bohr": 0.0262,
  "symbols": ["N", "H", "H", "H", "H", "H", "H", "O"],
  "positions_angstrom": [[0.377, 0.889, 0.687], [0.923, 0.636, 1.548], [0.837, 1.476, -0.045], [0.001, 0.031, 0.197], [-0.452, 1.360, 1.136], [-1.331, -1.316, -1.051], [0.035, -1.967, -1.320], [-0.389, -1.108, -1.151]],
  "nbo_charge": [-1.377, 0.320, 0.360, 0.418, 0.298, 0.475, 0.483, -0.977]
}

=====

Record 9
{
  "formula": "H6NO",
  "method": "wB97M-V/def2-TZVPD",
  "relative_energy_kcal_mol": 6.7,
  "spin_multiplicity": 1,
  "total_charge": 1,
  "energy_ev": -3628.2831,
  "homo_lumo_gap_ev": 11.67,
  "max_force_ha_per_bohr": 0.0193,
  "symbols": ["O", "H", "H", "N", "H", "H", "H", "H"],
  "positions_angstrom": [[0.184, 1.056, 1.569], [0.420, 1.089, 2.523], [-0.576, 1.675, 1.480], [-0.006, -0.764, -1.114], [0.984, -1.067, -1.195], [-0.349, -0.452, -2.043], [-0.074, 0.020, -0.438], [-0.584, -1.559, -0.781]],
  "nbo_charge": [-0.989, 0.509, 0.487, -0.879, 0.465, 0.460, 0.485, 0.463]
}

=====

Record 10
{
  "formula": "H6NO",
  "method": "wB97M-V/def2-TZVPD",
  "relative_energy_kcal_mol": 4.3,
  "spin_multiplicity": 1,
  "total_charge": 1,
  "energy_ev": -3628.3870,
  "homo_lumo_gap_ev": 13.46,
  "max_force_ha_per_bohr": 0.0251,
  "symbols": ["N", "H", "H", "H", "H", "H", "H", "O"],
  "positions_angstrom": [[-0.964, -0.399, -0.757], [-1.149, -0.460, -1.744], [0.032, -0.332, -0.338], [-1.322, -1.275, -0.376], [-1.414, 0.440, -0.391], [1.312, 1.303, 0.700], [1.618, -0.062, 1.324], [0.973, 0.400, 0.773]],
  "nbo_charge": [-0.895, 0.448, 0.489, 0.446, 0.449, 0.514, 0.517, -0.967]
}